1.
Here is one molecule with the formula C27H41N7O2 in a non-equilibrium geometry from the Open Molecules 2025 dataset. Energies are from ωB97M-V/def2-TZVPD.

```
77
Properties=species:S:1:pos:R:3:forces:R:3
C -3.913 -2.522 -2.178 -0.0465 0.0134 0.1432
C -3.552 -2.407 -0.704 0.1615 0.1581 -0.0406
C -2.521 -1.292 -0.370 -0.2419 -0.5350 0.2806
C -3.165 0.036 -0.591 -0.1491 0.5167 0.3458
N -3.553 0.482 -1.770 0.2232 -0.5969 -0.0415
N -4.127 1.657 -1.575 -0.3191 0.5165 -0.6518
N -4.124 1.959 -0.348 -0.2895 0.6955 0.7402
N -3.532 0.972 0.329 0.1625 -0.6015 -1.1656
C -3.400 1.080 1.777 0.2126 0.2248 0.9516
C -1.914 1.148 2.140 -0.1587 -0.1108 -0.1302
C -4.070 2.390 2.202 -0.0383 -0.1095 -0.0673
C -4.077 -0.116 2.471 -0.1538 0.0410 -0.2558
C -5.541 -0.309 2.089 0.1762 0.0108 0.1046
N -1.241 -1.403 -1.046 -0.1397 -0.2396 0.0421
C -1.064 -0.932 -2.398 0.2013 0.2732 -0.3204
C 0.163 -0.012 -2.530 -0.2494 0.0798 0.1339
C 0.178 1.067 -1.449 0.1099 -0.1492 -0.0987
N 1.533 1.475 -1.118 -0.0082 0.1129 0.0550
C 1.575 2.287 0.085 0.3253 0.0813 0.0355
C 3.029 2.605 0.430 -0.3108 -0.0778 0.2340
O 3.678 3.277 -0.622 0.0323 0.2102 -0.0032
C 3.627 2.501 -1.796 -0.1468 -0.1086 -0.3615
C 2.186 2.195 -2.199 0.3499 0.0004 0.1394
C -0.441 -2.553 -0.677 0.1146 0.1461 0.2094
C 0.874 -2.103 -0.091 0.2179 -0.3080 -0.4194
C 2.051 -2.156 -0.751 -0.4419 -0.0911 0.3279
C 3.259 -1.633 -0.198 0.2788 0.2047 0.3521
C 4.472 -1.632 -0.895 -0.0752 0.0569 0.1520
C 5.601 -1.109 -0.314 0.1009 -0.0219 -0.1302
C 5.546 -0.588 0.978 -0.2010 -0.0434 -0.0161
C 4.370 -0.569 1.700 0.0282 -0.0370 0.0387
C 4.323 -0.010 3.092 -0.0140 -0.0798 -0.1547
C 3.210 -1.089 1.098 0.5479 -0.1663 -0.6108
N 2.008 -1.089 1.753 -0.0219 0.2211 0.3923
C 0.815 -1.546 1.252 0.1835 0.0622 0.1378
O -0.193 -1.486 1.944 -0.2065 -0.1653 0.0320
H -3.062 -2.869 -2.758 0.0981 -0.0485 -0.1251
H -4.230 -1.560 -2.571 -0.0396 -0.0587 -0.1134
H -4.725 -3.236 -2.303 -0.0306 -0.0807 -0.0638
H -4.456 -2.207 -0.123 -0.0125 -0.0503 0.1077
H -3.147 -3.359 -0.355 -0.0213 0.0011 0.1031
H -2.284 -1.384 0.695 -0.0781 0.0595 -0.1543
H -1.812 1.404 3.191 0.0006 0.0147 0.1354
H -1.423 1.919 1.548 0.0249 0.1156 -0.0419
H -1.411 0.200 1.974 0.0249 -0.0063 -0.0167
H -3.539 3.238 1.778 -0.0081 0.0793 0.0061
H -5.097 2.436 1.857 -0.0688 0.0847 0.0496
H -4.052 2.468 3.286 0.0673 -0.0894 0.1238
H -4.003 0.046 3.548 0.1239 -0.0061 0.0114
H -3.522 -1.028 2.247 0.0788 -0.0087 0.0625
H -5.661 -0.366 1.009 -0.0651 -0.0147 -0.1023
H -6.156 0.507 2.457 -0.1078 0.0556 0.0009
H -5.915 -1.235 2.519 -0.0844 -0.0602 0.0137
H -1.952 -0.374 -2.693 0.2152 -0.2054 -0.1079
H -0.939 -1.771 -3.100 -0.0902 0.0203 0.0386
H 1.078 -0.594 -2.427 0.0651 0.0467 -0.1055
H 0.148 0.432 -3.526 0.0663 -0.0383 -0.0859
H -0.448 1.924 -1.750 -0.0216 0.0187 0.0468
H -0.251 0.633 -0.541 -0.0378 0.0919 -0.0195
H 1.018 3.234 -0.044 -0.0120 -0.0465 0.0380
H 1.121 1.724 0.904 -0.0345 0.0250 0.0425
H 3.560 1.666 0.644 -0.0487 0.0711 0.0305
H 3.085 3.268 1.297 -0.0204 -0.0882 0.0100
H 4.163 1.552 -1.636 -0.0218 0.0559 -0.0508
H 4.132 3.082 -2.569 -0.0157 -0.0885 -0.0034
H 1.663 3.142 -2.425 -0.0079 -0.0472 -0.0312
H 2.186 1.572 -3.094 0.0100 0.0290 -0.0695
H -0.257 -3.201 -1.545 -0.0156 0.0044 0.0725
H -0.964 -3.134 0.087 -0.0130 -0.0234 -0.0952
H 2.100 -2.600 -1.737 -0.0656 -0.0237 -0.1320
H 4.504 -2.042 -1.894 -0.0041 -0.0515 -0.1167
H 6.538 -1.100 -0.851 0.0733 -0.0115 -0.0590
H 6.444 -0.186 1.424 0.0683 0.0527 0.0800
H 5.305 0.353 3.384 0.0149 0.0338 0.0564
H 4.019 -0.776 3.807 -0.0378 0.0020 0.1269
H 3.621 0.822 3.157 -0.0640 0.0975 0.0832
H 1.969 -0.709 2.691 -0.1188 -0.0956 -0.1258
```
Forces are in eV/Å.

Summary:
Structure (SMILES): CC[C@H](c1nnnn1C(C)(C)CC)N(CCCN1CCOCC1)Cc1cc2cccc(C)c2[nH]c1=O
HOMO-LUMO gap in eV: 8.39

Löwdin population analysis, charges in e, atoms 1 to 6: number 1, C, carries -0.09; number 2, C, carries -0.17; number 3, C, carries -0.24; number 4, C, carries -0.23; number 5, N, carries 0.06; number 6, N, carries -0.02



2.
Here is a 2-piece molecular cluster, C27H41O2Si overall in a non-equilibrium geometry from the Open Molecules 2025 dataset. Energies are from ωB97M-V/def2-TZVPD.

```
71
Properties=species:S:1:pos:R:3:forces:R:3
C -5.638 -0.088 -3.292 -0.0577 0.0061 -0.1799
C -4.747 -1.324 -3.112 0.1693 -0.0974 -0.1188
Si -4.060 -1.664 -1.400 -0.2974 0.2192 -0.1390
C -5.505 -1.551 -0.203 0.2616 0.0970 0.0674
C -6.614 -2.587 -0.401 -0.2031 0.0133 0.1196
C -3.319 -3.384 -1.362 0.1782 -0.0126 0.3459
C -3.336 -4.189 -2.664 0.0712 -0.2408 0.0234
C -2.804 -0.309 -0.857 -0.0979 0.2100 0.0003
C -1.411 -0.744 -0.456 0.2274 0.4968 -0.8585
C -1.241 -1.100 0.992 -0.0147 -0.2109 0.4313
C -0.386 -0.762 -1.341 -1.5452 -0.4360 0.1121
C 0.940 -1.381 -1.078 0.8163 0.1051 0.1026
C -0.566 -0.308 -2.767 0.1287 0.0196 -0.4381
H -6.091 -0.089 -4.293 0.0987 0.0778 0.2406
H -6.461 -0.065 -2.566 0.1830 0.0035 -0.1095
H -5.070 0.845 -3.195 -0.1020 -0.1495 0.0608
H -5.317 -2.230 -3.373 0.1366 0.2141 -0.0563
H -3.892 -1.284 -3.804 -0.2429 -0.0476 -0.0452
H -5.077 -1.627 0.807 -0.2001 0.0382 -0.0259
H -5.910 -0.533 -0.302 0.0252 -0.1483 0.1657
H -7.395 -2.465 0.362 0.1216 -0.0809 -0.1845
H -7.102 -2.483 -1.379 0.1448 -0.0338 0.1520
H -6.239 -3.614 -0.318 -0.0430 0.1772 -0.0590
H -2.290 -3.276 -0.990 -0.0854 -0.1633 -0.0729
H -3.870 -3.923 -0.576 0.1718 -0.0262 -0.1465
H -2.918 -5.189 -2.492 -0.0848 0.1704 -0.1254
H -4.357 -4.322 -3.043 0.2428 0.0443 0.0261
H -2.734 -3.713 -3.449 -0.1817 -0.0569 0.1269
H -2.798 0.448 -1.659 0.0830 -0.2248 0.2159
H -3.319 0.147 0.001 0.2233 0.0977 -0.1301
H -2.146 -0.859 1.563 0.1650 -0.1563 -0.1379
H -1.010 -2.158 1.170 -0.0281 0.1318 -0.0704
H -0.439 -0.509 1.448 -0.0048 -0.1820 0.0485
H 1.374 -1.772 -2.008 -0.2604 -0.1970 0.2410
H 1.651 -0.599 -0.788 -0.0885 -0.4268 -0.2393
H 0.943 -2.180 -0.321 -0.0631 0.2713 -0.1252
H 0.417 -0.321 -3.256 -0.2934 0.0943 -0.0692
H -1.226 -0.971 -3.361 0.2090 0.2850 0.3293
H -0.949 0.717 -2.844 -0.0581 -0.2137 0.0153
C 1.976 5.973 4.738 -0.1374 -0.0117 0.1911
O 0.903 5.115 4.302 0.8219 -1.3024 -0.7485
C 1.278 3.989 3.642 -0.2292 0.6108 0.1909
C 0.249 3.299 2.948 0.2697 0.0436 -0.2228
C 0.586 2.304 2.061 -0.0096 -0.1590 0.2783
C 1.942 1.871 1.913 -0.0090 0.0804 -0.0161
C 2.239 0.821 1.007 0.7843 0.2750 1.0530
C 3.550 0.470 0.575 0.3376 0.3220 -0.2386
C 3.915 -0.881 0.285 -0.2391 -0.0483 0.0207
C 5.219 -1.245 0.055 0.1377 0.1424 -0.1818
C 6.246 -0.266 0.072 0.4350 -0.1599 0.1554
O 7.510 -0.727 -0.119 -1.2973 0.9175 0.2153
C 8.593 0.215 0.029 -0.0032 -0.0954 -0.0171
C 5.909 1.099 0.285 0.0987 -0.3606 -0.2487
C 4.585 1.452 0.468 0.0002 -0.2824 0.5070
C 2.921 2.456 2.773 0.0744 0.1304 -0.2541
C 2.614 3.510 3.604 -0.2525 0.2624 -0.1242
H 1.459 6.824 5.178 0.2767 -0.0426 -0.0098
H 2.596 5.460 5.488 -0.2297 0.2764 -0.1251
H 2.600 6.288 3.886 -0.2845 -0.1116 0.2557
H -0.782 3.620 3.076 0.2369 0.0382 -0.0782
H -0.180 1.829 1.440 0.2166 0.1906 0.2718
H 1.401 0.177 0.778 0.0330 0.0167 -0.2132
H 3.136 -1.646 0.286 0.3525 0.2287 0.0704
H 5.487 -2.281 -0.166 -0.0687 0.3724 0.1662
H 9.473 -0.344 -0.284 -0.0636 0.2005 0.0893
H 8.459 1.100 -0.612 0.0420 -0.3822 0.1538
H 8.686 0.516 1.083 -0.0298 -0.0686 -0.3232
H 6.684 1.865 0.279 -0.3283 -0.2157 -0.0902
H 4.326 2.507 0.561 0.0713 -0.2790 -0.0482
H 3.936 2.056 2.776 -0.3509 0.0976 0.0467
H 3.396 3.994 4.196 -0.3609 -0.3541 -0.2185
```
Forces are in eV/Å.

Summary:
HOMO-LUMO gap in eV: 5.20
Total charge: +1

Löwdin population analysis, charges in e, atoms 1 to 6: number 1, C, carries -0.15; number 2, C, carries -0.32; number 3, Si, carries 0.61; number 4, C, carries -0.32; number 5, C, carries -0.15; number 6, C, carries -0.30



3.
Here is C27H42As3N3S2Ta as an isolated structure from the Open Molecules 2025 dataset. Energies are from ωB97M-V/def2-TZVPD.

```
78
Properties=species:S:1:pos:R:3:forces:R:3
Ta 1.136 -0.781 0.009 0.2655 -0.0167 -0.3326
C -2.520 -2.328 0.029 -0.0092 0.0575 -0.0091
As -1.617 -0.619 0.182 -0.1576 0.1428 0.0884
C -2.131 -0.094 1.986 -0.0052 0.0329 -0.0816
C -2.630 0.447 -1.114 0.0462 -0.0100 0.0746
C -2.337 1.949 -1.276 0.0868 -0.1163 -0.0865
C -3.357 2.467 -2.303 -0.0034 -0.0153 -0.0186
C -0.949 2.182 -1.894 -0.0037 -0.0178 0.0784
As 0.678 1.808 -0.864 0.0311 0.1793 -0.1074
C 0.860 3.190 0.486 -0.0565 -0.0361 -0.0169
C 2.020 2.345 -2.163 -0.0436 0.0593 0.0460
C -2.509 2.689 0.050 0.0266 0.0964 0.0734
As -2.362 4.692 -0.050 -0.0757 -0.0773 0.0539
C -2.277 4.950 1.890 0.0072 0.0028 -0.0280
C -4.255 5.129 -0.268 0.0227 0.0182 -0.0146
H -3.570 -2.165 0.275 0.0222 0.0126 0.0083
H -2.104 -3.053 0.726 0.0310 0.0142 -0.0076
H -2.459 -2.705 -0.991 0.0335 -0.0174 -0.0008
H -3.208 0.075 1.995 0.0159 -0.0077 -0.0242
H -1.630 0.815 2.308 0.0286 -0.0184 0.0089
H -1.894 -0.917 2.661 0.0152 -0.0023 -0.0194
H -3.672 0.308 -0.808 0.0335 0.0017 0.0309
H -2.516 -0.078 -2.069 0.0256 -0.0014 0.0122
H -3.312 1.897 -3.233 -0.0022 -0.0021 -0.0133
H -3.163 3.512 -2.546 0.0020 -0.0120 0.0053
H -4.370 2.394 -1.906 -0.0123 -0.0016 -0.0011
H -0.836 3.246 -2.128 0.0176 -0.0298 0.0214
H -0.847 1.638 -2.838 0.0122 -0.0266 0.0235
H 0.465 4.114 0.061 0.0166 -0.0361 -0.0198
H 1.916 3.296 0.724 0.0011 -0.0300 -0.0247
H 0.313 2.940 1.391 0.0196 -0.0097 0.0098
H 1.757 3.348 -2.502 -0.0180 -0.0200 0.0324
H 2.032 1.671 -3.017 -0.0062 -0.0036 0.0144
H 3.002 2.385 -1.693 -0.0076 -0.0301 0.0098
H -1.744 2.373 0.771 -0.0382 0.0275 -0.0326
H -3.480 2.439 0.489 -0.0112 0.0192 -0.0021
H -1.310 4.639 2.283 0.0078 -0.0137 -0.0009
H -3.074 4.406 2.397 -0.0015 -0.0015 -0.0063
H -2.391 6.012 2.101 -0.0134 0.0018 -0.0137
H -4.573 5.003 -1.301 0.0041 -0.0054 0.0147
H -4.381 6.179 -0.007 0.0081 -0.0041 0.0064
H -4.880 4.526 0.390 0.0058 -0.0034 0.0048
C -0.068 -2.015 -3.194 -0.0260 0.0358 -0.0244
C 0.134 -3.016 -2.107 0.0037 -0.0231 -0.0707
N 0.478 -2.711 -0.864 -0.1391 -0.1516 -0.0421
C 0.524 -3.831 -0.049 -0.0127 -0.0065 0.0813
C 0.236 -4.989 -0.690 0.0969 0.0882 0.0187
S -0.098 -4.681 -2.339 -0.0225 0.0914 0.0796
C 0.799 -3.560 1.356 -0.0820 -0.0417 -0.0204
C 0.815 -4.422 2.396 0.0410 0.0876 -0.0419
S 0.977 -3.564 3.861 -0.0132 0.0313 -0.1167
C 1.017 -2.081 3.038 0.0517 -0.0219 0.0403
N 0.937 -2.211 1.709 -0.0023 -0.2668 0.2039
C 1.115 -0.830 3.839 -0.0384 0.0192 0.0081
H -0.162 -1.006 -2.780 0.0032 -0.0172 -0.0032
H -0.976 -2.239 -3.754 0.0079 0.0126 -0.0177
H 0.760 -2.016 -3.906 -0.0071 -0.0207 0.0103
H 0.203 -5.990 -0.292 -0.0077 -0.0230 0.0133
H 0.717 -5.496 2.377 -0.0134 -0.0206 -0.0075
H 0.758 -1.018 4.850 0.0105 0.0146 0.0109
H 0.523 -0.026 3.405 0.0063 -0.0224 0.0083
H 2.148 -0.486 3.900 -0.0044 -0.0141 0.0129
C 2.618 -0.849 -1.522 -0.1102 -0.0451 -0.0256
C 3.392 -1.738 -0.605 0.0927 -0.1081 -0.1091
C 4.332 -1.191 0.298 -0.1007 0.1060 0.0835
C 5.111 -2.002 1.102 0.0072 0.0036 -0.0042
C 5.010 -3.381 0.991 0.0077 0.0200 0.0237
C 4.154 -3.952 0.049 -0.0208 -0.0039 -0.0547
C 3.367 -3.145 -0.742 -0.0387 -0.0855 -0.0437
H 2.378 -1.274 -2.495 0.0859 0.0266 0.0561
H 3.089 0.125 -1.642 0.0235 0.0237 -0.0100
H 4.471 -0.119 0.337 -0.0041 -0.0034 0.0123
H 5.825 -1.559 1.782 0.0106 0.0105 0.0030
H 5.634 -4.018 1.605 0.0083 -0.0074 0.0041
H 4.144 -5.024 -0.090 -0.0039 -0.0151 -0.0049
H 2.776 -3.594 -1.532 -0.0184 0.0168 0.0459
N 2.799 1.163 2.082 0.0647 0.1089 0.0209
C 2.240 0.425 1.393 -0.1774 0.1011 0.1038
```
Forces are in eV/Å.

Summary:
HOMO-LUMO gap in eV: 4.84
Total charge: +3

Löwdin population analysis, charges in e, atoms 1 to 6: number 1, Ta, carries 1.45; number 2, C, carries -0.23; number 3, As, carries 1.09; number 4, C, carries -0.24; number 5, C, carries -0.30; number 6, C, carries -0.69



The records above give, respectively, relative energy (zero: lowest compared OMol25 entry of this formula, charge and spin) values of 0.058 1.944 0.000 eV.
The records above give, respectively, calculated total energy values of -43190.204 -40629.461 -238863.770 eV.